One molecule with the formula C4H6Br2O2. Source: the OMol25 dataset; level of theory: the ωB97M-V functional and the def2-TZVPD basis.

Output
SMILES: O/C(Br)=C/C[C@@H](O)Br
LUMO level: -0.68 eV
F_max: 0.1019 hartree/bohr
relative energy (zero: lowest compared OMol25 entry of this formula, charge and spin): 39.8 kcal/mol
Kohn-Sham gap: 9.259 eV
E: -5454.438011 a.u.

Geometry as ORCA input:
```
! wB97M-V def2-TZVPD RIJCOSX def2/J DEFGRID3
* xyz 0 1
O 2.69908 -1.31375 -0.12172
C 1.69017 -0.47978 -0.18586
Br 2.41418 1.70171 0.21959
C 0.44596 -0.64788 -0.62239
C -0.66933 0.41033 -0.69607
C -1.54704 0.09517 0.40107
O -1.18486 0.45622 1.64952
Br -3.30320 1.17059 -0.10429
H 3.04123 -1.45657 0.68681
H 0.05462 -1.70566 -0.59572
H -1.14977 0.20959 -1.69409
H -0.11208 1.42662 -0.83790
H -1.96446 -0.83818 0.34803
H -0.41450 0.97159 1.55302
*
```

C20H28NO3V as an isolated structure. Source: the OMol25 dataset; level of theory: the ωB97M-V functional and the def2-TZVPD basis.

Output
LUMO level (spin up / spin down): -5.54 / -4.93 eV
F_max: 0.0596 hartree/bohr
expectation value of S²: 0.804
relative energy (zero: lowest compared OMol25 entry of this formula, charge and spin): 0.0 kcal/mol
Kohn-Sham gap (spin up / spin down): 6.044 / 6.655 eV
E: -2003.042404 a.u.

Geometry as ORCA input:
```
! wB97M-V def2-TZVPD RIJCOSX def2/J DEFGRID3
* xyz 1 2
O 0.12776 0.79122 -1.62364
C 1.23158 1.70882 -1.93266
C 0.25694 2.84142 -2.36102
H 1.84793 1.29673 -2.75768
H 1.84209 1.92429 -1.03203
C -0.84598 1.86167 -1.78306
H 0.26799 2.90006 -3.47045
H 0.43161 3.81738 -1.91030
C -1.85612 1.36615 -2.78451
H -1.31914 0.83445 -3.57420
H -2.41926 2.19767 -3.20863
H -2.52565 0.65035 -2.27952
C -1.57775 2.21051 -0.45671
H -0.96901 2.41465 0.44866
H -2.26363 1.37590 -0.18634
H -2.23224 3.09753 -0.57390
V 0.06598 -0.27110 3.40236
C 1.41511 1.68101 3.88273
C 2.35396 0.59010 3.95250
C 2.32937 -0.10839 2.69095
H 3.05432 0.39794 4.77681
C 1.41058 0.56941 1.83885
C 0.83284 1.66727 2.57433
H 0.20007 2.43911 2.15311
H 1.25151 2.47018 4.62753
H 2.94924 -0.95271 2.38881
H 1.27521 0.39654 0.78171
C -1.81604 -1.42169 4.24425
C -2.08449 -0.02671 4.07175
C -1.94434 0.27196 2.66888
H -2.41027 0.66506 4.84480
C -1.53189 -0.95105 1.98836
C -1.41867 -1.98300 2.98048
H -1.07264 -3.00714 2.82950
H -1.94228 -1.96367 5.18375
H -2.21885 1.22146 2.21070
H -1.42043 -1.09140 0.91003
O 0.61201 -1.57025 -2.72325
C -0.11738 -1.14282 -3.90880
C 0.32832 -1.89169 -5.16559
H -0.04876 -0.04477 -4.03723
H -1.17768 -1.43211 -3.77972
C 1.34972 -2.92417 -4.64580
H 0.75217 -1.23934 -5.93399
H -0.54487 -2.41378 -5.58115
C 1.14225 -2.85586 -3.12893
H 2.37492 -2.63953 -4.91286
H 1.08758 -3.90361 -5.05915
H 2.05188 -3.04557 -2.54395
H 0.39325 -3.63304 -2.91012
O 1.10556 -1.07297 7.44014
C 0.84225 -1.05029 6.27485
N 0.57336 -1.02214 5.09940
*
```

One molecule with the formula CH4O3S. Source: the OMol25 dataset; level of theory: the ωB97M-V functional and the def2-TZVPD basis.

Output
SMILES: OC(O)OS
LUMO level: 0.29 eV
F_max: 0.0869 hartree/bohr
relative energy (zero: lowest compared OMol25 entry of this formula, charge and spin): 65.3 kcal/mol
Kohn-Sham gap: 9.949 eV
E: -664.318148 a.u.

Geometry as ORCA input:
```
! wB97M-V def2-TZVPD RIJCOSX def2/J DEFGRID3
* xyz 0 1
O -1.36961 -0.99979 0.25885
C -0.38440 -0.27472 -0.23987
O -0.70797 1.43297 0.08363
O 0.82924 -0.49481 0.31989
S 2.08288 0.62546 -0.02061
H -1.14731 -1.41350 1.19225
H -0.45656 -0.32855 -1.40540
H -1.34772 1.54201 0.88591
H 2.50144 -0.08906 -1.07467
*
```

A 5-piece molecular cluster, C11H32N2O5 overall. Source: the OMol25 dataset; level of theory: the ωB97M-V functional and the def2-TZVPD basis.

Output
SMILES: NC(N)=O.CC(C)O.CC(C)O.CC(C)O.CO
LUMO level: 0.48 eV
F_max: 0.1506 hartree/bohr
relative energy (zero: lowest compared OMol25 entry of this formula, charge and spin): 46.7 kcal/mol
Kohn-Sham gap: 10.388 eV
E: -923.937288 a.u.

Geometry as ORCA input:
```
! wB97M-V def2-TZVPD RIJCOSX def2/J DEFGRID3
* xyz 0 1
N -3.74296 2.23097 4.39708
C -4.55679 2.77564 3.52633
N -5.74821 2.48523 3.78878
O -4.00051 3.48928 2.67705
H -2.80369 2.59502 4.47018
H -3.95980 1.44563 4.99399
H -6.03954 2.07077 4.66253
H -6.50914 2.83034 3.22134
C 4.01467 -3.19047 0.27014
C 4.06974 -1.89431 1.00978
C 2.64460 -1.09054 1.09623
O 4.39399 -2.22898 2.36461
H 4.96341 -3.72557 0.22932
H 3.67722 -3.01579 -0.75149
H 3.25454 -3.87662 0.64364
H 4.94275 -1.33797 0.66855
H 2.79653 -0.21758 1.73102
H 1.87547 -1.68222 1.59267
H 2.27131 -0.82817 0.10632
H 3.68620 -2.03014 2.98193
C -0.65491 -2.28338 -2.75812
C -0.00504 -3.34528 -1.82470
C -0.93226 -3.56453 -0.61663
O 0.09823 -4.72969 -2.27861
H -1.31536 -2.71877 -3.50802
H 0.14181 -1.79085 -3.31556
H -1.21840 -1.61010 -2.11215
H 0.96247 -2.88080 -1.63426
H -1.04412 -2.58544 -0.15082
H -0.64558 -4.34675 0.08625
H -1.93401 -3.80758 -0.97094
H 1.02238 -4.90196 -2.47322
C 1.82939 3.11988 -1.49326
C 0.94018 3.01102 -2.72991
C -0.51256 2.78162 -2.51127
O 1.18318 4.16897 -3.48485
H 1.61387 2.44394 -0.66576
H 1.77166 4.13663 -1.10471
H 2.89989 3.14721 -1.69673
H 1.39790 2.20159 -3.29860
H -0.97987 2.34172 -3.39230
H -1.05524 3.61880 -2.07225
H -0.65762 2.01841 -1.74670
H 0.52001 4.80666 -3.21066
C -1.09000 0.83978 0.80746
O -2.51588 0.65008 0.86097
H -0.46860 0.21679 0.16414
H -0.96079 1.86463 0.45949
H -0.65193 0.96448 1.79774
H -2.96857 1.42840 1.19398
*
```

One molecule with the formula C3H5N3S. Source: the OMol25 dataset; level of theory: the ωB97M-V functional and the def2-TZVPD basis.

Output
SMILES: [H]/N=c1/[nH]cc(S)[nH]1
LUMO level: 0.69 eV
F_max: 0.0447 hartree/bohr
relative energy (zero: lowest compared OMol25 entry of this formula, charge and spin): 16.2 kcal/mol
Kohn-Sham gap: 8.337 eV
E: -679.759329 a.u.

Geometry as ORCA input:
```
! wB97M-V def2-TZVPD RIJCOSX def2/J DEFGRID3
* xyz 0 1
H -0.44587 -0.80282 -2.84321
N 0.28073 -1.15875 -2.21671
C 0.19703 -0.66805 -1.05637
N 1.05590 -0.93556 -0.00935
C 0.67221 -0.26278 1.17226
C -0.38696 0.56688 0.86218
S -1.37404 1.67148 1.88772
N -0.65145 0.35577 -0.49682
H 1.61674 -1.74627 -0.01572
H 1.20576 -0.48327 2.08866
H -0.66696 2.79347 1.56186
H -1.50308 0.66989 -0.93450
*
```

C14H9EuN3O4 as an isolated structure. Source: the OMol25 dataset; level of theory: the ωB97M-V functional and the def2-TZVPD basis.

Output
LUMO level (spin up / spin down): -8.29 / -8.14 eV
F_max: 0.0988 hartree/bohr
expectation value of S²: 15.759
relative energy (zero: lowest compared OMol25 entry of this formula, charge and spin): 0.0 kcal/mol
Kohn-Sham gap (spin up / spin down): 6.172 / 6.327 eV
E: -1713.832068 a.u.

Geometry as ORCA input:
```
! wB97M-V def2-TZVPD RIJCOSX def2/J DEFGRID3
* xyz 2 8
Eu -0.15222 0.08752 0.37341
O 0.02573 3.90267 -0.04976
C -0.03140 2.75557 0.01954
C -0.01246 -2.61154 0.06632
O 0.02369 -3.75508 0.00330
C 2.51291 0.03971 -0.10781
O 3.66157 0.02428 -0.15525
C -2.83069 0.00072 0.01851
O -3.97426 -0.02540 -0.10271
H 0.05130 0.38089 -2.63186
H 0.04897 -0.38739 -2.60969
N -0.89138 1.94521 10.91403
C -0.58198 1.62047 9.83873
C -0.21270 1.23072 8.50490
C -0.86563 1.77462 7.39203
C -0.50153 1.37740 6.10749
C 0.51531 0.43499 5.92882
C 1.18137 -0.10723 7.03134
C 0.81196 0.29113 8.32059
N 0.86435 0.01122 4.63613
C 1.85628 -0.92039 4.30870
C 1.82936 -1.07098 2.95961
N 0.84254 -0.23549 2.45159
C 0.26693 0.39834 3.48308
H -1.65846 2.50510 7.53452
H -1.01618 1.81041 5.25655
H 1.98022 -0.83664 6.89700
H 1.32688 -0.13456 9.18853
H 2.48248 -1.39693 5.03242
H 2.42948 -1.67271 2.29390
H -0.54092 1.13736 3.41005
*
```